Here is a structure of composition C5H7BeO4 in a non-equilibrium geometry from the Open Molecules 2025 dataset. Energies are from ωB97M-V with the def2-TZVPD basis set.

Geometry as XYZ:
```
17
Properties=species:S:1:pos:R:3:forces:R:3:lowdin_charge:R:1
H 2.93354 -0.55212 -0.85092 -0.2227 0.5025 0.0229 0.182
Be 1.72711 2.03806 -1.12079 2.7380 -2.3081 1.2546 0.759
O 2.94652 1.38591 -0.12586 -2.4193 2.1960 -1.8327 -0.044
O 1.55040 -0.31180 0.59088 0.2811 -0.0110 0.4051 -0.040
C 0.28459 0.28317 0.75452 1.8225 -0.3056 -0.4908 -0.216
C -0.44698 -0.02647 -0.54436 -2.8966 -0.4715 0.6216 0.029
O 1.31714 0.61593 -1.49332 0.0312 1.9654 -0.4397 -0.159
C 2.27604 0.26576 -0.49737 0.6093 -1.8062 0.9185 -0.554
H -0.13127 -0.09044 1.69826 0.0702 -0.1608 -0.5564 0.136
H 0.35759 1.36956 0.92863 -0.0383 0.0486 -0.3401 0.129
H -0.86728 0.84810 -1.04882 -0.7858 -0.2727 0.5331 0.117
H -0.45603 -0.80778 -1.31228 1.5678 0.1803 0.7958 0.125
H -2.12336 -1.76574 -0.54485 -0.2521 0.1283 0.3460 0.141
O -3.57366 0.22381 1.32242 0.8212 -0.6433 -0.3338 0.336
C -1.75434 -1.18118 0.30776 -0.8089 0.0111 -0.5889 -0.026
C -2.77813 -0.46325 0.89254 -0.6581 0.5752 -0.0046 -0.061
H -1.26187 -1.83155 1.04356 0.1404 0.3717 -0.3107 0.148
```
Forces are in eV/Å.

HOMO-LUMO gap ... 8.657 eV
Strongest force on any atom ... 3.79 eV Å⁻¹
Net charge ... +1
Molar mass ... 140.119 g/mol

Here is a cluster of 2 separate species, C5H7BrIN2S in total in a non-equilibrium geometry from the Open Molecules 2025 dataset. Energies are from ωB97M-V with the def2-TZVPD basis set.

Geometry as XYZ:
```
17
Properties=species:S:1:pos:R:3:forces:R:3:lowdin_charge:R:1
C 0.08035 -0.25126 1.43283 0.0851 -1.1281 1.6013 -0.243
C -1.47914 -0.04067 -1.19746 -0.6565 -1.2238 2.6769 -0.488
C -1.25276 -1.38530 -0.65959 1.4895 -0.9372 0.7499 -0.708
C 1.36713 1.44973 0.37762 1.4712 0.5346 -2.9530 -0.117
C 0.23854 0.85683 0.71803 -4.4243 1.2736 -0.3564 -0.480
N -0.22040 -1.12369 2.12877 0.0809 -0.5434 0.6854 0.305
N 1.48430 2.41634 -0.54022 5.0343 -1.7419 0.9841 0.183
S -1.47719 1.27642 0.12407 1.5537 -0.0802 -0.0927 0.977
Br -2.48573 -2.56631 0.00460 -0.7315 -0.0202 0.0662 0.788
I 2.20399 -3.17383 0.48314 0.1270 -0.0994 -0.0551 0.239
H -0.71755 0.05816 -1.87843 1.5661 1.1487 -1.8931 0.061
H -2.45146 0.01058 -1.57067 -1.4675 0.3257 -1.1192 0.057
H -0.25644 -1.73452 -0.30144 -0.7673 0.6211 -1.0080 -0.056
H 2.19718 0.82200 0.61806 1.2621 0.5888 0.2824 0.145
H -0.42020 -2.10387 2.26513 0.0136 0.1369 -0.0184 0.103
H 0.79455 2.91095 -0.95258 -3.3485 1.5292 -1.0148 0.064
H 2.39483 2.57844 -1.05183 -1.2875 -0.3843 1.4644 0.172
```
Forces are in eV/Å.

HOMO-LUMO gap (alpha / beta) ... 8.951 / 4.891 eV
Strongest force on any atom ... 5.42 eV Å⁻¹
Net charge ... +1
Molar mass ... 334.000 g/mol

Here is the molecule C5H7BrO2 in a non-equilibrium geometry from the Open Molecules 2025 dataset. Energies are from ωB97M-V with the def2-TZVPD basis set.

Geometry as XYZ:
```
15
Properties=species:S:1:pos:R:3:forces:R:3:lowdin_charge:R:1
C -1.10241 0.44261 -0.86637 8.8007 2.6854 3.2505 -0.160
C -0.56032 0.68212 0.48126 -1.6474 -0.5708 -1.1650 -0.283
C 0.81666 0.30642 0.87033 0.6946 -0.7857 0.3597 -0.246
C 1.79129 -0.41213 -0.04098 -0.0267 0.4320 -0.2780 -0.204
C -2.34296 0.07203 -1.14152 -9.2528 -2.7504 -1.8738 -0.580
O 0.47965 1.62354 0.58040 0.8049 1.1843 -0.1571 0.026
O 2.27206 -1.61801 0.50496 0.0142 -0.3232 0.3782 -0.052
Br -3.64488 -0.32227 0.16709 0.7516 0.1782 -0.6089 0.737
H -0.42756 0.65223 -1.68446 0.0196 -0.0450 -0.0317 0.122
H 2.65535 0.24184 -0.21496 -0.1584 -0.0180 0.0060 0.131
H -1.29729 0.73920 1.28006 0.0634 -0.0715 -0.0192 0.113
H 0.98106 0.11916 1.93409 0.0594 -0.0454 0.0026 0.152
H 1.32487 -0.63075 -1.00983 0.0314 0.1537 0.1030 0.114
H -2.70926 -0.04283 -2.14843 -0.1615 -0.0163 0.1430 0.045
H 1.76375 -1.85317 1.28836 0.0068 -0.0074 -0.1095 0.083
```
Forces are in eV/Å.

2S+1 ... 3
HOMO-LUMO gap (alpha / beta) ... 6.337 / 7.591 eV
Strongest force on any atom ... 9.83 eV Å⁻¹
Molar mass ... 179.013 g/mol
⟨S²⟩ ... 2.01

Here is a structure of composition C5H7BrS in a non-equilibrium geometry from the Open Molecules 2025 dataset. Energies are from ωB97M-V with the def2-TZVPD basis set.

Geometry as XYZ:
```
14
Properties=species:S:1:pos:R:3:forces:R:3:lowdin_charge:R:1
C 1.07236 0.82331 -0.33868 -4.7440 -1.8137 2.4847 -0.700
C -0.77894 0.46870 0.16744 5.6503 0.7612 -0.5710 -0.526
C 1.43938 -0.50208 -0.92388 0.9399 -0.0673 -0.2468 -0.415
C 0.88265 -1.61664 -0.04271 -0.7144 2.4139 0.5552 -0.405
C -1.75181 1.51799 0.53819 2.4436 0.8061 -2.9369 -0.135
S -0.83432 -1.16654 0.49986 -0.7886 0.3899 -0.6004 0.946
Br 1.21155 2.34005 -1.37455 0.0889 0.8630 -0.7756 0.641
H 1.11921 -0.63329 -1.94790 -0.4161 -0.0947 -0.6083 0.088
H 2.56242 -0.60200 -1.00423 -0.9728 0.0827 0.4675 0.130
H 0.83288 -2.53728 -0.57020 0.2746 -1.0417 0.2929 0.065
H 1.25475 -1.49294 0.97561 1.1121 -0.9928 -0.3359 0.068
H -2.05577 1.75859 -0.50895 -1.1699 -0.2179 0.6393 0.106
H -1.28982 2.50821 0.73283 0.1887 -0.8556 0.5274 0.095
H -2.42834 1.19271 1.24657 -1.8922 -0.2332 1.1079 0.044
```
Forces are in eV/Å.

HOMO-LUMO gap (alpha / beta) ... 6.994 / 6.725 eV
Strongest force on any atom ... 5.73 eV Å⁻¹
Molar mass ... 179.082 g/mol

Here is a cluster of 2 separate species, C5H7Cl in total in a non-equilibrium geometry from the Open Molecules 2025 dataset. Energies are from ωB97M-V with the def2-TZVPD basis set.

Geometry as XYZ:
```
13
Properties=species:S:1:pos:R:3:forces:R:3:lowdin_charge:R:1
C -1.65730 -0.44750 0.11352 0.9077 0.9286 -1.2151 0.155
C 0.84217 0.82397 -1.87214 -2.5872 3.6457 -1.2569 0.041
C -0.35685 0.00308 0.31264 -1.3997 0.2302 0.7444 -0.388
C 0.35330 0.41873 -0.78094 -0.5326 -1.2092 0.6795 -0.082
C 0.32543 0.15205 1.67405 -2.5205 -2.2920 -0.1929 -0.042
Cl 1.69517 -2.17138 -0.64688 -0.4260 1.0545 0.0598 -0.232
H -2.27213 -1.09944 0.66222 -0.1015 -0.4329 1.8741 0.063
H -2.26781 -0.13886 -0.73265 0.8750 -0.1322 -0.6102 0.083
H 1.65909 0.34666 -2.23354 2.2434 -1.4098 -1.5577 0.025
H 0.33752 1.72452 -2.44427 1.2938 -1.6562 1.3616 0.146
H 0.31231 -0.89471 2.04650 0.3550 0.7285 0.2876 0.097
H -0.26860 0.78933 2.32649 0.0497 -0.0150 -0.0073 0.083
H 1.29771 0.49356 1.57501 1.8428 0.5599 -0.1670 0.052
```
Forces are in eV/Å.

HOMO-LUMO gap (alpha / beta) ... 7.246 / 5.816 eV
Strongest force on any atom ... 4.64 eV Å⁻¹
Molar mass ... 102.564 g/mol

Here is the molecule C5H7Cl in a non-equilibrium geometry from the Open Molecules 2025 dataset. Energies are from ωB97M-V with the def2-TZVPD basis set.

Geometry as XYZ:
```
13
Properties=species:S:1:pos:R:3:forces:R:3:lowdin_charge:R:1
C -1.27499 1.52411 0.00318 1.0152 -1.7969 0.9493 -0.017
C -1.16618 0.20291 -0.08667 -1.4348 -0.5858 -1.9212 -0.635
Cl -2.73520 -0.73890 -0.10138 1.0248 0.5151 0.4454 0.566
C -0.03534 -0.69658 -0.41989 1.2694 1.7129 1.5069 -0.323
C 1.38808 -0.14580 -0.63417 -2.4439 -0.0821 3.2151 -0.055
C 0.96485 -0.75382 0.76785 -0.1757 0.1526 -1.6520 -0.076
H -2.10020 1.87039 0.55337 -1.1399 0.9579 -0.0639 0.044
H -0.35962 2.06177 -0.01621 0.5127 0.7498 -0.1651 0.053
H -0.29204 -1.59592 -0.91359 -0.1772 -0.7449 -0.2336 0.102
H 2.06213 -0.74113 -1.15518 0.8910 -0.7755 -1.0699 0.070
H 1.50184 0.92378 -0.66998 0.1338 0.0886 -0.0857 0.085
H 1.25229 -1.76170 1.00111 0.5731 -0.1798 -0.0359 0.080
H 0.79438 -0.14912 1.67156 -0.0484 -0.0121 -0.8893 0.106
```
Forces are in eV/Å.

HOMO-LUMO gap ... 10.411 eV
Strongest force on any atom ... 4.04 eV Å⁻¹
Molar mass ... 102.564 g/mol

Here is a structure of composition C5H7Cl in a non-equilibrium geometry from the Open Molecules 2025 dataset. Energies are from ωB97M-V with the def2-TZVPD basis set.

Geometry as XYZ:
```
13
Properties=species:S:1:pos:R:3:forces:R:3:lowdin_charge:R:1
C -0.79393 1.06569 0.50952 0.0208 0.2880 1.5773 -0.062
C -0.77640 -0.96980 0.02620 -1.2467 0.1400 -2.5970 -0.199
C -0.03745 0.33796 -0.57799 0.9739 -1.8534 2.2427 -0.338
C -1.27445 -0.02881 1.14353 1.1789 -0.9448 0.9335 -0.060
C 1.56537 0.40387 -0.39853 -3.4366 -1.5341 1.1985 -0.051
Cl 0.40328 -2.88005 -0.59829 -0.4519 1.6804 1.3189 0.081
H -0.80412 2.15151 0.87111 -0.2831 -1.6048 -0.9970 0.140
H -1.52178 -1.60544 -0.58820 1.1252 1.7156 1.1956 0.063
H -0.31335 0.54448 -1.56039 -0.3748 0.3791 -1.8092 0.098
H -1.72569 -0.19229 2.16194 0.2853 0.1273 -1.4979 0.115
H 1.89332 -0.52275 -0.93020 0.4908 1.3108 0.2048 0.047
H 1.70503 0.28898 0.73194 0.3434 0.3859 -1.7008 0.102
H 1.68016 1.40667 -0.79064 1.3748 -0.0900 -0.0694 0.064
```
Forces are in eV/Å.

HOMO-LUMO gap ... 8.800 eV
Strongest force on any atom ... 3.95 eV Å⁻¹
Molar mass ... 102.564 g/mol

Here is the molecule C5H7Cl in a non-equilibrium geometry from the Open Molecules 2025 dataset. Energies are from ωB97M-V with the def2-TZVPD basis set.

Geometry as XYZ:
```
13
Properties=species:S:1:pos:R:3:forces:R:3:lowdin_charge:R:1
C 1.09304 -1.38593 -0.36228 -1.0959 -3.4867 -1.0169 -0.028
C 1.08896 -0.30439 0.34686 4.2508 2.7924 1.0412 -0.257
C 0.61018 1.10152 -0.01908 -2.6083 0.5089 -0.1548 -0.166
C -0.94863 0.85550 -0.32496 1.6227 0.1887 0.7732 -0.187
C -1.63166 -0.00947 0.42607 -0.7929 1.4355 -1.9602 -0.567
Cl -3.30463 -0.33661 -0.01970 0.3829 -0.1023 0.4391 0.558
H 1.67185 -2.28996 -0.04770 -0.4451 1.0174 -0.1596 0.076
H 0.36155 -1.62895 -1.14778 0.4934 0.5239 -0.0001 0.075
H 1.92275 -0.32916 1.11315 -1.1939 0.2974 -0.4335 0.113
H 0.70091 1.78690 0.87132 -0.1150 -0.7327 -0.8215 0.104
H 1.05864 1.72986 -0.90147 -0.4078 -1.8835 1.4728 0.135
H -1.37749 1.35168 -1.18844 -0.1840 -0.0661 0.1997 0.088
H -1.24546 -0.54101 1.25401 0.0930 -0.4928 0.6207 0.057
```
Forces are in eV/Å.

HOMO-LUMO gap ... 10.176 eV
Strongest force on any atom ... 5.19 eV Å⁻¹
Molar mass ... 102.564 g/mol

Here is a structure of composition C5H7Cl in a non-equilibrium geometry from the Open Molecules 2025 dataset. Energies are from ωB97M-V with the def2-TZVPD basis set.

Geometry as XYZ:
```
13
Properties=species:S:1:pos:R:3:forces:R:3:lowdin_charge:R:1
C -0.73767 1.22888 0.69913 -0.2499 -0.2051 -0.5348 -0.488
C -0.12310 1.38212 1.84291 -2.5299 -1.7333 1.7486 0.071
C -1.85614 0.68869 -0.11230 1.9646 2.1311 1.5730 -0.140
C -0.61942 1.40101 -0.69230 -0.4583 0.9580 -1.3760 -0.067
C 1.66660 -1.78412 -1.28173 -3.2309 -0.6711 -2.6262 -0.444
Cl 1.16031 -0.16987 -0.73517 0.6587 -0.3927 -0.2246 0.692
H 0.83324 1.70519 2.09054 1.5929 0.8426 -0.2383 0.044
H -0.70127 0.93980 2.67968 0.5700 0.5712 -0.0555 0.082
H -1.98378 -0.32006 -0.15733 -0.2075 -2.7676 -0.2377 0.057
H -2.74176 1.23744 -0.01083 -1.3631 0.8468 -0.5975 0.077
H 0.89495 -2.17618 -2.15170 1.9373 1.0774 2.2824 0.106
H 1.58779 -2.43620 -0.44645 0.2469 -0.5872 0.5028 0.007
H 2.62025 -1.69669 -1.72445 1.0693 -0.0702 -0.2163 0.002
```
Forces are in eV/Å.

HOMO-LUMO gap ... 7.528 eV
Strongest force on any atom ... 4.22 eV Å⁻¹
Molar mass ... 102.564 g/mol

Here is the molecule C5H7Cl in a non-equilibrium geometry from the Open Molecules 2025 dataset. Energies are from ωB97M-V with the def2-TZVPD basis set.

Geometry as XYZ:
```
13
Properties=species:S:1:pos:R:3:forces:R:3:lowdin_charge:R:1
C -1.97440 -0.77250 -1.00472 -1.6571 0.0975 -1.1068 0.131
C -1.21962 -0.83872 -0.09472 -1.2685 -0.4345 -0.8341 -0.219
C -0.27325 -0.83479 0.91988 2.4965 0.3678 0.4054 -0.235
C 0.96429 -0.03492 0.38613 0.2146 1.5852 0.4260 -0.703
C 0.61366 1.30605 -0.40681 0.7674 -1.9041 0.5472 -0.105
Cl 2.06889 -1.04446 -0.59241 -0.2617 -0.1920 -0.2035 0.585
H -2.79093 -0.68186 -1.68999 0.3664 -0.0925 -0.0355 0.038
H -0.00939 -1.85471 1.20649 0.2388 0.1469 0.0971 0.120
H -0.65647 -0.31591 1.77880 -0.1347 0.2702 0.5885 0.119
H 1.59566 0.26400 1.22755 -0.2267 -0.1710 0.0265 0.081
H 1.54120 1.72817 -0.79329 -0.0476 -0.2063 -0.1651 0.064
H 0.21576 2.04697 0.26506 -0.5396 0.1252 0.3185 0.069
H -0.07539 1.03267 -1.20197 0.0523 0.4074 -0.0642 0.053
```
Forces are in eV/Å.

HOMO-LUMO gap ... 11.050 eV
Strongest force on any atom ... 2.56 eV Å⁻¹
Molar mass ... 102.564 g/mol

Here is a cluster of 2 separate species, C5H7Cl2N in total in a non-equilibrium geometry from the Open Molecules 2025 dataset. Energies are from ωB97M-V with the def2-TZVPD basis set.

Geometry as XYZ:
```
15
Properties=species:S:1:pos:R:3:forces:R:3:lowdin_charge:R:1
C 2.69961 0.20483 -0.52707 0.5539 0.5555 -0.9788 -0.373
C -1.24708 -0.10028 0.66180 0.0648 0.0440 0.1213 -0.152
C 2.03274 -0.42950 0.47895 -1.8697 0.1003 0.9063 0.000
C -0.07354 0.73163 -1.49117 0.1618 0.1264 -0.1125 -0.632
C -0.23646 0.75952 -0.00948 1.1177 -0.7810 -0.0776 -0.796
N 3.14813 0.78344 -1.42468 0.1783 0.0520 -0.0623 0.159
Cl -0.14835 -0.93681 -2.10857 -0.0227 -0.1073 -0.1435 0.605
Cl 0.02220 2.31251 0.67461 -0.0148 0.1602 -0.0284 0.711
H -2.24810 0.18915 0.32603 -0.0792 0.0270 0.0004 0.094
H -1.10066 -1.14475 0.40104 -0.0001 -0.0133 -0.0142 0.055
H -1.20341 0.01995 1.74022 0.0146 -0.0056 0.0609 0.076
H 2.10574 -0.04740 1.48225 0.0747 0.0428 0.1343 0.068
H 1.67874 -1.43343 0.34119 0.0527 -0.2426 -0.0872 0.060
H -0.86024 1.29087 -2.00770 0.0123 0.0233 0.1709 0.087
H 0.90076 1.13526 -1.79655 -0.2444 0.0184 0.1103 0.039
```
Forces are in eV/Å.

HOMO-LUMO gap (alpha / beta) ... 8.604 / 7.458 eV
Strongest force on any atom ... 2.08 eV Å⁻¹
Molar mass ... 152.024 g/mol

Here is the ion C5H7Cl2N3P with charge +1 in a non-equilibrium geometry from the Open Molecules 2025 dataset. Energies are from ωB97M-V with the def2-TZVPD basis set.

Geometry as XYZ:
```
18
Properties=species:S:1:pos:R:3:forces:R:3:lowdin_charge:R:1
C -0.55666 1.37674 1.46181 -2.2881 0.8322 -1.8444 0.039
N -0.45241 0.28458 0.44105 0.0628 2.1039 1.3062 -0.014
C -0.95864 0.51054 -0.76437 0.6366 -3.2084 -0.0032 0.008
C -1.07843 -0.49739 -1.68988 -0.8298 0.8840 -1.1759 0.048
C -0.37882 -1.67035 -1.39228 -0.4395 1.5927 0.8821 0.001
N 0.21630 -1.75892 -0.20240 0.2113 -2.5049 -0.6613 0.167
C 0.06890 -0.89212 0.70243 1.3388 -0.8813 5.3158 -0.252
N 0.35527 -1.25289 2.32512 -0.9905 0.0042 -5.1189 -0.253
P 1.77213 -0.60683 3.06781 0.1026 1.1996 -0.6951 0.084
Cl 0.69731 0.27781 4.56146 0.2923 -0.0444 0.7348 0.208
Cl 2.64184 -2.24684 3.82753 -0.2313 -0.3079 0.3133 0.246
H -1.44385 1.15044 2.06862 0.4707 0.0555 0.0569 0.121
H 0.31141 1.48014 2.03699 1.1733 0.0431 0.6700 0.020
H -0.78177 2.32220 0.86804 0.4921 -1.1605 0.9555 0.132
H -1.26265 1.44699 -0.94785 -1.2990 3.2531 -0.5967 0.109
H -1.73176 -0.17676 -2.56666 1.3454 -1.2353 0.8631 0.163
H -0.27860 -2.51433 -2.00859 0.0546 -0.8222 -0.9800 0.122
H 0.34054 -2.27670 2.32306 -0.1022 0.1966 -0.0222 0.051
```
Forces are in eV/Å.

HOMO-LUMO gap ... 7.948 eV
Strongest force on any atom ... 5.55 eV Å⁻¹
Net charge ... +1
Molar mass ... 211.012 g/mol